[1]
DFT (ωB97M-V/def2-TZVPD) results for a molecular structure, C32H64F6LiO24P.

```
128
Properties=species:S:1:pos:R:3:forces:R:3
Li 1.161 2.195 1.665 0.2 -0.1 0.0
P 0.503 1.246 -0.787 -0.8 0.5 1.4
F -0.785 0.300 -0.788 0.2 -0.6 -0.3
F 1.178 0.415 0.474 -0.3 -0.2 0.0
F 1.289 0.333 -1.789 0.3 -0.1 -0.5
F 1.702 2.321 -0.542 0.5 -0.2 -0.7
F -0.096 2.157 -1.946 0.1 0.1 -0.3
F -0.311 2.145 0.339 -0.3 0.1 0.4
C 4.183 1.094 -1.983 0.4 -0.5 0.8
C 4.420 2.535 -1.649 0.2 1.4 -1.8
O 5.317 2.590 -0.543 0.1 -1.4 0.1
C 5.559 3.719 0.063 -0.2 -0.9 0.5
O 5.072 4.764 -0.172 -0.9 2.4 -0.7
O 6.389 3.477 1.073 0.8 -1.0 0.4
C 6.790 4.577 1.828 0.8 0.8 1.8
H 3.589 0.917 -2.872 0.0 0.3 -0.1
H 3.701 0.585 -1.149 -0.2 0.1 0.0
H 5.158 0.608 -2.080 0.0 0.0 -0.3
H 3.544 3.171 -1.564 -0.2 -0.4 0.9
H 4.903 3.054 -2.492 0.4 -0.4 0.0
H 5.950 5.209 2.108 0.1 0.4 -0.6
H 7.663 5.110 1.442 -0.6 0.3 -0.8
H 7.214 4.277 2.798 -0.4 -0.8 -0.3
C 1.883 -0.479 5.144 0.3 1.7 1.0
C 1.332 0.895 5.618 0.9 -1.2 -0.8
O -0.072 0.995 5.372 0.1 -0.1 1.1
C -0.443 1.198 4.130 0.0 0.4 0.3
O 0.298 1.234 3.190 0.6 0.2 -0.8
O -1.723 1.429 4.028 -0.9 0.0 -0.7
C -2.549 1.344 5.180 -0.3 0.3 0.8
H 1.496 -0.684 4.153 -0.1 -0.6 0.1
H 1.688 -1.152 5.974 -0.3 -0.7 -0.6
H 2.969 -0.361 5.105 0.0 -0.2 -0.2
H 1.857 1.694 5.095 -0.2 0.1 0.1
H 1.473 0.943 6.692 -0.2 0.4 0.1
H -3.586 1.381 4.865 0.1 -0.2 -0.4
H -2.399 2.210 5.829 0.2 0.0 0.0
H -2.347 0.443 5.750 -0.1 -0.1 -0.1
C -5.766 -2.228 -5.555 -0.5 -0.1 -0.2
C -4.930 -1.009 -5.892 -0.8 0.2 -1.3
O -4.318 -0.407 -4.783 1.6 -0.2 1.3
C -4.742 0.786 -4.338 0.4 -0.4 -1.5
O -5.777 1.240 -4.686 -1.7 0.9 0.2
O -3.852 1.484 -3.651 -0.3 0.1 -0.2
C -2.565 0.994 -3.424 2.2 -0.4 0.4
H -6.255 -2.113 -4.589 0.3 -0.1 0.2
H -5.185 -3.143 -5.651 0.0 -0.1 0.5
H -6.600 -2.345 -6.253 0.2 0.2 -0.2
H -5.525 -0.269 -6.426 -0.1 0.1 0.3
H -4.142 -1.283 -6.593 0.3 -0.1 0.2
H -2.081 0.367 -4.179 -1.1 -0.5 -0.2
H -2.517 0.515 -2.451 0.0 -0.2 0.0
H -1.809 1.780 -3.436 -0.7 0.7 0.4
C -3.501 -2.971 -2.742 -1.4 0.2 -0.5
C -2.954 -2.453 -1.425 0.6 -0.4 -1.6
O -3.222 -3.344 -0.349 -0.3 0.7 0.1
C -2.462 -4.408 -0.104 -1.7 1.2 1.1
O -1.595 -4.862 -0.741 2.3 -0.9 -1.9
O -2.894 -4.860 1.056 -0.7 -0.9 1.5
C -2.222 -5.977 1.655 0.7 0.7 -0.2
H -4.581 -3.113 -2.640 0.1 -0.2 -0.1
H -3.098 -3.899 -3.144 0.4 0.0 0.5
H -3.431 -2.220 -3.534 0.3 0.1 0.3
H -3.436 -1.514 -1.169 0.0 0.0 0.2
H -1.899 -2.275 -1.644 0.2 -0.1 0.9
H -1.155 -5.738 1.722 -0.1 -0.2 -0.1
H -2.348 -6.902 1.095 -0.2 0.1 0.0
H -2.608 -6.039 2.667 -0.2 -0.2 -0.1
C 5.403 -0.881 0.806 1.1 1.5 0.1
C 4.202 -0.708 1.705 -0.4 -1.2 -0.5
O 4.569 0.013 2.887 0.7 -0.5 0.2
C 4.028 1.181 3.110 0.9 -0.4 -0.3
O 3.120 1.640 2.508 -2.2 1.5 -1.2
O 4.672 1.773 4.083 1.4 0.1 1.0
C 4.403 3.122 4.397 -1.5 0.3 0.4
H 5.325 -1.619 0.014 -0.3 -0.3 0.3
H 6.284 -1.045 1.433 -0.1 -0.6 -0.1
H 5.665 0.058 0.302 -0.3 0.0 0.0
H 3.912 -1.700 2.059 -0.2 0.1 0.1
H 3.350 -0.264 1.196 0.0 0.2 0.2
H 5.203 3.520 5.008 0.3 -0.2 -0.2
H 3.488 3.141 5.002 0.1 0.2 0.0
H 4.191 3.753 3.535 0.4 -0.3 -0.3
C 2.131 6.830 4.604 -0.2 -0.6 -0.5
C 2.090 5.735 3.530 0.3 0.7 0.8
O 1.202 6.213 2.516 -0.2 0.1 0.0
C 0.738 5.343 1.623 0.3 -0.2 0.4
O 1.160 4.214 1.522 -0.2 -0.4 0.1
O -0.223 5.899 0.924 -0.3 0.5 0.3
C -1.003 5.038 0.086 0.6 -0.1 -1.0
H 2.445 7.740 4.098 0.4 0.1 0.4
H 2.809 6.470 5.379 0.2 0.5 0.0
H 1.168 7.035 5.068 -0.1 -0.2 -0.1
H 1.804 4.772 3.954 -0.4 0.0 -0.3
H 3.117 5.643 3.165 -0.2 -0.1 -0.5
H -0.384 4.759 -0.767 0.0 -0.3 0.1
H -1.837 5.599 -0.321 0.0 0.3 0.4
H -1.326 4.156 0.617 -0.1 -0.1 0.1
C 1.584 -8.633 -5.476 0.6 -0.7 1.0
C 1.351 -8.106 -4.055 -0.6 -0.4 -0.4
O 2.021 -6.855 -3.938 0.1 0.4 -0.7
C 1.571 -5.906 -3.106 2.0 -1.1 -1.0
O 0.653 -6.005 -2.390 -2.5 -0.1 1.5
O 2.440 -4.908 -3.135 0.3 0.4 -0.8
C 2.223 -3.925 -2.156 -0.5 0.5 1.4
H 0.747 -8.471 -6.145 0.1 0.4 -0.2
H 1.732 -9.715 -5.413 -0.1 0.0 -0.1
H 2.535 -8.225 -5.810 -0.2 0.1 -0.5
H 1.752 -8.775 -3.292 0.1 0.0 -0.1
H 0.272 -8.064 -3.896 0.1 0.6 0.3
H 3.132 -3.346 -2.063 0.2 -0.1 0.0
H 1.929 -4.405 -1.217 0.5 0.0 0.1
H 1.399 -3.233 -2.315 -0.1 -0.1 -0.8
C -4.083 1.304 0.747 -0.1 0.8 -0.3
C -5.103 1.752 -0.299 0.4 1.0 0.5
O -5.415 0.666 -1.152 -0.1 0.4 -0.8
C -6.231 -0.268 -0.683 1.1 -0.5 -0.4
O -6.629 -0.368 0.435 -0.8 0.0 0.7
O -6.377 -1.141 -1.677 -0.6 -0.1 -0.4
C -6.828 -2.462 -1.395 0.1 -0.5 0.1
H -4.411 0.359 1.167 0.4 -0.1 0.1
H -3.915 2.025 1.551 -0.5 0.1 0.0
H -3.119 1.308 0.234 0.1 -0.8 0.1
H -4.638 2.521 -0.916 0.0 -0.3 -0.4
H -6.014 2.243 0.048 -0.1 -0.5 0.5
H -5.954 -3.037 -1.094 -0.1 -0.2 0.1
H -7.236 -2.854 -2.323 0.2 0.0 -0.1
H -7.598 -2.589 -0.638 0.0 0.7 0.2
```
Positions in Å, forces in eV/Å.

Properties
- HOMO energy: -10.1 eV
- Orbital gap: 10.145 eV
- E_tot: -109169.413 eV

Here are the Mulliken charges for atoms 1 to 99, given in e: 1.25, 1.52, -0.34, -0.57, -0.37, -0.31, -0.45, -0.57, -0.99, -0.16, -0.27, 0.87, -0.58, -0.31, -0.76, 0.40, -0.07, 0.43, 0.15, 0.40, 0.31, 0.33, 0.25, -1.11, 0.12, -0.42, 0.11, -0.14, -0.19, -0.78, 0.28, 0.40, 0.29, -0.21, 0.41, 0.22, 0.30, 0.33, -0.78, -0.54, -0.27, 0.85, -0.61, -0.35, -0.44, 0.01, 0.31, 0.38, 0.50, 0.30, 0.28, 0.03, 0.30, -0.93, 0.81, -0.37, 0.70, -0.54, -0.36, -0.67, 0.22, 0.42, 0.10, -0.44, 0.21, 0.30, 0.28, 0.22, -1.17, 0.64, -0.48, 0.29, 0.67, -0.47, -0.58, 0.34, 0.37, 0.14, 0.25, -0.38, 0.39, 0.27, 0.02, -1.50, 0.86, -0.41, 0.38, -0.04, -0.45, -0.41, 0.35, 0.39, 0.36, -0.05, -0.16, 0.27, 0.32, 0.11, -1.05

=====

[2]
DFT (ωB97M-V/def2-TZVPD) results for a molecular structure, C32H64Li3O12P.

```
112
Properties=species:S:1:pos:R:3:forces:R:3
Li 1.281 2.501 -0.223 0.3 0.5 0.1
Li 1.352 -0.772 0.404 0.1 0.0 0.7
Li -1.455 1.707 -2.474 0.4 0.0 0.3
P 0.012 0.633 -0.968 0.7 -0.3 -0.5
O 0.297 1.984 -1.728 -0.3 -0.2 -0.3
O -1.472 0.353 -1.246 -0.3 0.1 0.1
O 0.440 0.892 0.512 -0.3 0.4 0.1
O 0.946 -0.509 -1.405 -0.1 -0.2 0.0
C 4.481 -3.454 1.800 0.0 -0.2 0.2
C 4.526 -3.221 0.291 0.1 0.6 -0.4
C 3.364 -2.255 0.073 -0.6 -1.1 -0.1
O 3.264 -1.473 1.255 0.2 0.6 -0.4
C 3.548 -2.341 2.340 0.2 -0.7 0.2
H 5.460 -3.411 2.275 0.1 0.1 -0.2
H 4.088 -4.448 2.018 -0.1 0.1 0.1
H 4.391 -4.107 -0.326 0.0 -0.1 0.2
H 5.457 -2.748 -0.031 0.0 0.0 0.1
H 2.430 -2.846 0.002 0.1 0.0 -0.1
H 3.413 -1.649 -0.826 0.2 0.3 0.2
H 2.629 -2.797 2.717 -0.1 0.2 0.0
H 4.031 -1.769 3.130 -0.1 0.2 0.0
C -6.188 -0.385 0.801 -0.3 0.1 0.1
C -5.124 0.351 1.593 0.6 0.5 -0.1
C -3.917 -0.524 1.310 -0.2 -0.5 0.4
O -4.447 -1.858 1.449 0.3 -0.1 -0.1
C -5.829 -1.848 1.136 -0.6 0.6 -0.2
H -6.103 -0.208 -0.274 0.3 0.0 0.0
H -7.206 -0.091 1.064 0.0 -0.2 0.2
H -5.337 0.335 2.664 -0.1 -0.2 0.0
H -4.934 1.398 1.342 -0.2 -0.1 -0.3
H -3.123 -0.418 2.048 0.0 0.0 -0.1
H -3.504 -0.401 0.306 0.0 0.2 0.0
H -6.392 -2.185 2.011 0.0 -0.1 0.0
H -6.065 -2.489 0.284 0.2 -0.2 0.1
C 4.207 1.022 -1.465 0.2 -0.4 -0.2
C 4.970 1.221 -0.150 -0.6 0.1 0.3
C 4.258 2.448 0.465 0.1 0.0 0.5
O 3.301 2.899 -0.496 -0.2 0.1 -0.1
C 3.754 2.430 -1.772 0.1 0.2 -0.4
H 3.313 0.402 -1.364 0.0 0.1 0.2
H 4.816 0.540 -2.232 0.0 0.3 -0.1
H 6.021 1.430 -0.337 0.0 0.0 0.0
H 4.872 0.373 0.527 0.2 -0.1 -0.1
H 4.954 3.252 0.738 0.0 0.0 -0.4
H 3.719 2.227 1.390 -0.1 -0.2 -0.1
H 4.569 3.079 -2.124 0.1 -0.1 0.1
H 2.947 2.509 -2.498 -0.2 -0.1 0.2
C -1.434 5.430 0.153 -0.5 -0.1 0.1
C -0.367 6.440 0.599 -0.2 -1.0 -0.7
C 0.933 5.662 0.316 0.1 0.4 0.3
O 0.573 4.284 0.240 -0.2 -0.4 0.1
C -0.807 4.135 0.606 -0.1 0.0 0.3
H -1.616 5.394 -0.924 0.4 0.2 -0.1
H -2.412 5.609 0.605 0.1 0.0 0.2
H -0.457 6.554 1.677 -0.1 0.5 0.0
H -0.465 7.352 0.018 0.2 0.3 0.4
H 1.644 5.793 1.136 0.1 0.0 -0.1
H 1.415 5.973 -0.611 0.0 -0.2 -0.1
H -0.912 4.029 1.692 0.2 0.0 0.0
H -1.200 3.220 0.166 0.1 0.0 -0.2
C -1.433 -2.828 3.150 -0.3 0.4 -0.4
C -1.491 -3.458 1.750 -0.3 0.0 0.3
C -0.708 -2.438 0.940 -0.3 -0.6 0.1
O 0.359 -2.025 1.818 0.1 0.2 -0.7
C -0.098 -2.061 3.158 -0.3 -0.5 0.9
H -1.599 -3.533 3.961 0.3 -0.1 0.0
H -2.233 -2.087 3.225 0.0 -0.1 0.0
H -2.527 -3.539 1.422 0.1 0.0 -0.1
H -1.059 -4.461 1.740 0.3 0.1 -0.1
H -1.363 -1.604 0.670 0.2 0.2 0.0
H -0.246 -2.831 0.035 0.0 0.0 -0.1
H -0.259 -1.069 3.581 0.1 0.2 -0.3
H 0.662 -2.553 3.774 0.0 0.0 -0.1
C -4.665 -0.232 -3.551 0.2 0.7 -0.2
C -5.223 -0.982 -4.755 0.6 -0.4 0.2
C -4.150 -2.067 -4.905 -0.9 -0.5 -0.8
O -3.905 -2.473 -3.592 0.6 0.1 0.5
C -3.957 -1.319 -2.738 0.2 -0.2 0.5
H -5.397 0.369 -3.012 -0.1 -0.3 0.1
H -3.919 0.487 -3.917 0.0 -0.1 0.0
H -5.361 -0.374 -5.645 -0.2 0.0 0.0
H -6.127 -1.518 -4.460 -0.2 0.3 -0.2
H -3.262 -1.759 -5.473 0.1 0.3 0.3
H -4.553 -2.941 -5.428 0.1 0.1 0.0
H -2.964 -0.997 -2.413 0.1 -0.1 -0.2
H -4.452 -1.639 -1.816 -0.3 0.1 -0.2
C 3.141 -2.933 -3.614 -0.2 0.0 1.0
C 2.118 -2.228 -4.495 0.0 -0.2 -0.4
C 2.628 -0.807 -4.370 -0.4 0.2 0.5
O 4.039 -0.944 -4.536 0.1 0.2 -0.3
C 4.424 -2.118 -3.837 0.3 -0.3 0.1
H 3.201 -4.017 -3.701 0.3 0.1 -0.5
H 2.851 -2.776 -2.569 -0.2 0.0 -0.1
H 1.090 -2.395 -4.179 0.0 0.2 0.2
H 2.208 -2.538 -5.541 0.0 -0.1 0.1
H 2.386 -0.427 -3.369 0.0 0.0 0.0
H 2.225 -0.087 -5.081 0.2 -0.1 -0.3
H 4.892 -1.823 -2.887 -0.1 -0.1 0.1
H 5.193 -2.657 -4.395 -0.1 0.1 -0.2
C -0.056 2.224 3.500 -0.1 -0.3 0.1
C 0.573 1.528 4.709 -0.3 -0.7 -0.2
C -0.647 1.069 5.514 0.2 0.7 -0.3
O -1.649 0.773 4.549 0.1 -0.4 0.0
C -1.372 1.447 3.316 0.2 0.4 0.2
H 0.554 2.079 2.613 0.0 0.3 -0.1
H -0.238 3.284 3.684 0.1 0.0 0.0
H 1.304 2.109 5.266 -0.1 0.1 0.1
H 1.066 0.617 4.351 0.2 0.1 0.0
H -1.012 1.882 6.154 0.1 -0.1 0.2
H -0.428 0.179 6.102 -0.2 0.0 0.1
H -2.223 2.104 3.119 0.0 0.0 -0.2
H -1.249 0.734 2.499 -0.1 -0.1 0.1
```
Positions in Å, forces in eV/Å.

Properties
- HOMO energy: -8.2 eV
- Orbital gap: 8.070 eV
- Energy above the lowest of the compared OMol25 structures with the same formula, charge and spin: 32.30 kJ/mol
- E_tot: -68703.039 eV

Here are the Mulliken charges for atoms 1 to 99, given in e: 0.71, 0.45, 0.67, 0.79, -1.02, -0.87, -0.39, -0.57, -0.92, -0.48, 0.60, -0.12, 0.00, 0.29, 0.29, 0.40, 0.30, 0.22, -0.70, -0.23, 0.46, -0.32, -0.61, 1.41, -0.34, -0.61, -0.07, 0.41, 0.31, 0.41, -0.85, -0.44, 0.37, 0.30, 1.21, -0.33, -0.49, -0.48, -0.84, -1.18, 0.44, 0.44, -0.15, 0.35, 0.25, 0.38, 0.35, -0.67, -0.75, -0.62, -0.07, 0.61, 0.37, 0.39, 0.26, 0.37, 0.33, 0.36, -0.26, -0.26, -0.64, -0.68, 0.10, 0.14, 0.00, 0.49, 0.08, 0.34, 0.36, -0.32, 0.17, -0.45, 0.41, -0.42, -0.61, -0.51, -0.45, 0.88, 0.36, 0.12, 0.37, 0.26, 0.24, 0.32, -0.28, -0.18, 0.33, -0.72, 0.42, -0.49, -0.33, 0.48, -0.62, 0.36, 0.30, -0.48, 0.37, 0.06, 0.35

=====

Q: The highest HOMO energy belongs to which entry?
A: C32H64Li3O12P

=====

Q: Which formula does entry 1 have?
A: C32H64F6LiO24P